No. 1
{
  "formula": "C2H3Cl2NO2",
  "method": "ωB97M-V/def2-TZVPD",
  "e_above_lowest_ev": 3.931,
  "homo_energy_ev": -11.2,
  "energy_ha": -1203.5071,
  "symbols": ["C", "C", "N", "O", "O", "Cl", "Cl", "H", "H", "H"],
  "positions_angstrom": [[0.291539, -0.537526, -0.071796], [-1.008587, 0.401753, -0.596023], [1.226855, 0.103159, 0.882363], [2.016705, -0.674362, 1.410370], [1.033500, 1.288892, 1.146836], [-2.312773, 0.264875, 0.612924], [-1.459902, -0.102880, -2.204050], [-0.096310, -1.452959, 0.491136], [0.916130, -0.667545, -0.876203], [-0.607157, 1.376592, -0.795558]],
  "forces_ev_per_angstrom": [[-3.69, 0.52, 1.32], [2.62, -1.72, 1.37], [-0.99, 0.54, 1.74], [-0.42, 1.36, -0.64], [0.95, -1.17, -0.21], [0.52, 0.40, -0.63], [-0.39, -0.63, -0.34], [0.68, 1.11, -1.32], [1.05, -1.14, -2.18], [-0.32, 0.72, 0.90]],
  "nbo_charge": [-0.29, -0.25, 0.52, -0.36, -0.36, 0.01, 0.01, 0.26, 0.23, 0.24]
}

=====

No. 2
{
  "formula": "C32H55BN4O3P2Pd",
  "method": "ωB97M-V/def2-TZVPD",
  "homo_energy_ev": -7.9,
  "energy_ha": -2532.7968,
  "symbols": ["Pd", "C", "C", "C", "C", "P", "C", "N", "B", "N", "C", "P", "C", "C", "C", "C", "C", "C", "C", "C", "C", "C", "C", "C", "C", "C", "C", "C", "C", "C", "H", "H", "H", "H", "H", "H", "H", "H", "H", "H", "H", "H", "H", "H", "H", "H", "H", "H", "H", "H", "H", "H", "H", "H", "H", "H", "H", "H", "H", "H", "H", "H", "H", "H", "H", "H", "H", "H", "H", "H", "H", "H", "H", "H", "C", "C", "C", "C", "C", "C", "O", "N", "C", "O", "N", "C", "O", "H", "H", "H", "H", "H", "H", "H", "H", "H", "H", "H"],
  "positions_angstrom": [[0.027130, -0.331666, 0.423289], [3.765861, -2.088511, 0.386272], [3.648676, -0.700564, 1.017947], [5.023450, -0.020757, 0.987345], [3.226304, -0.834012, 2.490673], [2.279302, 0.270832, 0.192576], [2.517935, 1.954542, 0.960739], [1.178094, 2.413143, 1.205834], [0.035593, 1.602933, 0.883472], [-1.098289, 2.393422, 1.267754], [-2.433898, 1.943279, 0.994484], [-2.258131, 0.109142, 0.707252], [-3.426052, -0.166280, -0.722567], [-3.733389, -1.652685, -0.886220], [-4.743956, 0.610653, -0.624424], [-2.648788, 0.312587, -1.959515], [-2.874325, -0.614797, 2.321166], [-2.643226, -2.129267, 2.345697], [-2.003352, 0.015096, 3.418521], [-4.347421, -0.330195, 2.618770], [-0.660385, 3.561472, 1.874874], [-1.359049, 4.608289, 2.448397], [-0.631143, 5.656857, 3.007048], [0.756664, 5.663436, 2.976845], [1.467584, 4.621545, 2.385030], [0.752566, 3.570573, 1.841295], [2.596439, 0.569660, -1.632346], [4.033611, 0.955223, -1.984553], [2.197188, -0.682082, -2.421814], [1.660270, 1.708394, -2.065064], [4.414725, -2.711012, 1.007831], [4.210103, -2.040622, -0.609038], [2.799148, -2.582545, 0.314536], [5.689112, -0.578043, 1.652233], [4.994961, 1.007249, 1.352473], [5.476412, -0.021539, 0.000575], [3.937889, -1.495847, 2.991081], [2.231283, -1.262604, 2.593970], [3.260178, 0.127221, 3.006797], [3.058796, 2.606670, 0.266534], [3.107305, 1.893227, 1.877723], [-2.808005, 2.394495, 0.071434], [-3.144367, 2.188332, 1.786838], [-4.400833, -2.019541, -0.105806], [-2.817209, -2.238833, -0.895543], [-4.226610, -1.809303, -1.849183], [-5.359986, 0.285472, 0.210320], [-5.312387, 0.429305, -1.540859], [-4.599624, 1.688234, -0.547137], [-1.728412, -0.259608, -2.086848], [-2.409865, 1.377819, -1.905485], [-3.269973, 0.155507, -2.845178], [-1.596818, -2.367919, 2.168521], [-3.258680, -2.657800, 1.619037], [-2.904129, -2.504449, 3.339087], [-0.939611, -0.126161, 3.214659], [-2.234245, -0.476893, 4.366474], [-2.192616, 1.083638, 3.539760], [-5.006640, -0.895031, 1.960100], [-4.602705, 0.728053, 2.541324], [-4.564670, -0.644360, 3.643254], [-2.441837, 4.613546, 2.463697], [-1.159090, 6.480477, 3.469345], [1.296678, 6.491360, 3.416864], [2.549967, 4.632697, 2.352542], [4.708720, 0.104804, -1.900729], [4.420056, 1.768033, -1.366773], [4.062650, 1.290208, -3.024690], [2.844768, -1.528830, -2.199081], [2.291521, -0.467359, -3.489986], [1.164542, -0.977070, -2.226719], [1.893091, 2.656943, -1.578001], [0.615887, 1.463041, -1.863776], [1.772191, 1.850710, -3.142729], [2.300305, -4.550366, -2.174028], [0.887579, -4.936102, -2.592300], [-0.179740, -4.698297, -1.499323], [-1.517419, -5.301788, -1.959039], [-2.595110, -5.288321, -0.881081], [0.267657, -5.435241, -0.255185], [0.367571, -6.642539, -0.206234], [0.557956, -4.655150, 0.833675], [0.440036, -3.268231, 0.909039], [0.716732, -2.720343, 1.974132], [0.033138, -2.557255, -0.169516], [-0.333070, -3.176319, -1.321901], [-0.766817, -2.535759, -2.271794], [2.983589, -4.606499, -3.022013], [2.681881, -5.215407, -1.396668], [2.332394, -3.530015, -1.790210], [0.852478, -5.994190, -2.857029], [0.574899, -4.359773, -3.464234], [-1.324738, -6.330144, -2.267421], [-1.836930, -4.737182, -2.835660], [-2.330262, -5.948080, -0.052689], [-3.549328, -5.631103, -1.282200], [-2.750013, -4.286785, -0.476037], [0.847279, -5.121546, 1.681293]],
  "forces_ev_per_angstrom": [[-0.08, -0.20, -0.60], [-0.01, 0.00, 0.03], [0.04, 0.04, -0.02], [-0.01, 0.02, 0.03], [-0.03, -0.03, -0.02], [0.23, 0.03, -0.08], [-0.05, 0.08, -0.07], [-0.09, -0.28, -0.09], [0.04, 0.08, 0.59], [0.13, -0.23, -0.02], [0.01, 0.09, -0.17], [-0.15, 0.02, 0.24], [-0.01, 0.06, -0.02], [0.04, -0.01, -0.02], [0.01, -0.01, -0.03], [0.00, -0.03, 0.02], [-0.10, -0.02, -0.05], [0.04, 0.03, -0.02], [0.02, 0.02, -0.02], [0.00, 0.01, 0.00], [-0.07, 0.16, -0.11], [0.01, -0.03, -0.02], [-0.04, 0.02, 0.01], [0.04, 0.01, 0.01], [-0.01, -0.02, -0.02], [0.06, 0.15, -0.09], [0.00, 0.02, 0.00], [0.01, -0.01, 0.01], [0.00, 0.02, 0.04], [-0.02, 0.00, 0.02], [0.00, 0.00, 0.00], [-0.01, 0.00, -0.01], [-0.04, -0.01, -0.01], [0.00, 0.00, 0.00], [0.00, -0.01, 0.00], [0.00, 0.00, -0.03], [0.00, 0.00, 0.01], [0.01, -0.01, -0.01], [-0.02, 0.00, 0.01], [0.02, 0.04, 0.04], [-0.04, -0.05, 0.01], [-0.04, 0.05, 0.06], [0.04, -0.08, 0.08], [0.01, -0.01, 0.02], [0.03, -0.02, 0.01], [-0.01, 0.00, 0.01], [-0.01, -0.01, 0.03], [0.00, 0.00, 0.00], [0.00, -0.01, 0.00], [-0.01, -0.01, -0.02], [0.03, 0.00, 0.01], [-0.01, 0.02, 0.00], [0.05, -0.01, 0.00], [0.01, 0.00, -0.03], [-0.02, 0.00, 0.00], [0.00, -0.02, 0.00], [-0.01, 0.02, 0.01], [0.02, -0.01, -0.01], [-0.01, 0.00, -0.01], [0.01, 0.00, 0.00], [0.00, 0.00, 0.00], [0.00, 0.00, 0.00], [0.00, 0.00, 0.00], [0.00, 0.00, 0.00], [0.00, 0.00, 0.01], [0.01, -0.01, 0.01], [0.00, 0.00, 0.00], [-0.01, 0.00, 0.00], [0.01, 0.01, 0.00], [0.00, 0.00, 0.00], [-0.01, 0.00, 0.00], [-0.01, 0.00, 0.00], [0.00, 0.00, 0.00], [0.00, 0.01, 0.00], [0.00, 0.01, 0.00], [-0.06, -0.01, -0.01], [0.09, 0.00, 0.00], [-0.03, 0.02, 0.02], [-0.01, 0.00, 0.02], [-0.05, 0.01, 0.05], [0.05, 0.01, -0.02], [-0.02, -0.02, -0.04], [0.01, 0.22, 0.08], [-0.05, -0.24, -0.02], [-0.02, 0.06, 0.31], [0.06, 0.06, -0.04], [0.01, 0.03, -0.01], [0.00, -0.01, 0.00], [-0.01, 0.00, 0.01], [-0.01, 0.00, -0.01], [0.02, 0.00, 0.01], [-0.01, 0.00, 0.00], [0.00, 0.00, -0.01], [0.00, 0.01, 0.01], [0.00, 0.00, -0.01], [0.00, 0.00, -0.01], [0.01, 0.01, 0.00], [0.00, 0.00, 0.00]],
  "lowdin_charge": [0.61, -0.08, -0.67, -0.08, -0.09, 1.10, -0.26, -0.02, -0.62, -0.02, -0.26, 1.09, -0.68, -0.09, -0.08, -0.10, -0.68, -0.08, -0.09, -0.09, -0.16, -0.02, -0.11, -0.11, -0.02, -0.16, -0.67, -0.09, -0.09, -0.09, 0.10, 0.07, 0.05, 0.09, 0.07, 0.06, 0.09, 0.05, 0.08, 0.09, 0.09, 0.08, 0.09, 0.07, 0.04, 0.10, 0.06, 0.09, 0.07, 0.05, 0.08, 0.09, 0.05, 0.06, 0.09, 0.07, 0.09, 0.08, 0.07, 0.07, 0.09, 0.11, 0.10, 0.10, 0.11, 0.07, 0.08, 0.09, 0.05, 0.10, 0.05, 0.08, 0.06, 0.09, -0.07, -0.16, -0.30, -0.17, -0.06, -0.44, 0.10, 0.22, -0.58, -0.01, 0.10, -0.47, 0.03, 0.08, 0.08, 0.04, 0.12, 0.12, 0.12, 0.12, 0.08, 0.08, 0.05, 0.16]
}